Molecular formula: C24H49B3FN3O7
Method: DFT, ωB97M-V with the def2-TZVPD basis set

Cartesian coordinates (Å):
F  -1.90  -4.40  3.43
O  1.86  0.17  5.70
O  1.99  1.45  3.54
O  -7.31  1.89  -1.79
O  5.25  0.09  0.28
O  0.00  0.33  1.29
O  -1.52  -1.68  1.18
O  0.60  -1.92  2.53
N  -5.94  2.21  -1.71
N  5.22  -0.57  -0.96
N  -2.64  0.62  1.58
C  -0.25  1.50  5.08
C  2.29  0.29  2.67
C  -1.20  -2.45  5.05
C  -4.89  2.10  -4.48
C  6.45  -0.66  -3.13
C  6.56  -0.36  -1.61
C  7.67  -1.25  -0.99
C  -5.18  1.00  -2.18
C  -5.22  0.82  -3.72
C  -5.73  3.48  -2.48
C  1.31  0.99  4.78
C  7.03  1.13  -1.56
C  -2.14  -3.05  6.25
C  -6.77  4.59  -2.12
C  -3.71  1.09  -1.70
C  -5.69  -0.32  -1.52
C  -5.76  3.26  -4.02
C  -1.78  -2.93  3.57
C  3.56  -2.09  0.24
C  4.81  -1.99  -0.70
C  7.27  -2.71  -0.84
C  4.31  -2.64  -2.02
C  -4.38  4.12  -2.07
C  5.95  -2.84  -0.09
B  -0.86  -2.19  2.43
B  -1.38  -0.19  1.34
B  0.89  -0.49  2.16
H  -1.22  -1.28  5.05
H  6.12  -2.55  0.96
H  -2.88  -3.83  5.75
H  7.20  -3.19  -1.82
H  -6.79  3.07  -4.35
H  3.03  -0.43  3.22
H  -5.04  1.93  -5.55
H  2.81  0.64  1.66
H  -5.68  -0.25  -0.42
H  8.06  -3.25  -0.29
H  -0.18  2.66  5.28
H  -3.23  0.10  -1.67
H  5.51  -0.28  -3.55
H  7.94  -0.86  0.00
H  -3.36  -0.10  1.88
H  -0.66  1.00  6.06
H  3.21  -3.13  0.32
H  -5.05  -1.17  -1.79
H  -4.28  4.17  -0.98
H  7.95  1.27  -2.14
H  3.77  -1.77  1.26
H  -2.73  -2.13  6.72
H  3.60  -1.99  -2.53
H  6.27  1.79  -2.00
H  -3.83  2.35  -4.37
H  -3.07  1.69  -2.35
H  -0.93  1.30  4.13
H  7.25  1.47  -0.55
H  -4.30  5.15  -2.44
H  -2.88  -2.47  3.50
H  -1.44  -3.59  7.02
H  -2.45  1.15  2.48
H  5.66  -3.90  -0.06
H  3.80  -3.59  -1.81
H  5.11  -2.90  -2.71
H  2.73  -1.50  -0.15
H  8.59  -1.18  -1.60
H  -6.80  4.77  -1.04
H  -4.52  0.03  -4.02
H  -7.79  4.33  -2.44
H  -3.64  1.50  -0.68
H  -0.07  -2.79  5.10
H  6.54  -1.71  -3.38
H  -6.70  -0.60  -1.84
H  -6.21  0.48  -4.03
H  -3.51  3.61  -2.47
H  7.26  -0.17  -3.69
H  -6.53  5.54  -2.61
H  -5.44  4.18  -4.54

Calculated values
Kohn-Sham gap (alpha / beta): 9.1113 / 9.1539 eV
spin multiplicity: 3
HOMO energy (alpha / beta): -0.333 / -0.354 Eh